(1)
{
  "formula": "C6H12O",
  "method": "the ωB97M-V functional and the def2-TZVPD basis",
  "species": ["H", "H", "H", "H", "H", "H", "H", "C", "O", "H", "C", "H", "C", "C", "C", "H", "C", "H", "H"],
  "coordinates": [[0.948472, -2.803929, -0.858280], [-2.186954, 1.282795, -0.482505], [-0.250710, 4.203613, -1.713828], [1.393878, -1.980632, 1.664200], [-1.280938, -0.279653, 1.972812], [2.552982, -0.624900, 1.428703], [-1.412614, 3.336570, -2.274728], [-2.244367, 0.932543, 0.541196], [-0.583719, 3.315094, -1.816037], [2.502099, -2.022826, -0.672340], [-0.486979, -0.711990, 0.032297], [-0.915148, -0.756179, -0.969495], [0.838490, -0.900951, 0.089354], [1.507835, -0.909302, 1.486378], [1.463734, -1.861219, -0.900799], [1.439313, -1.430428, -1.901455], [-1.269929, 0.140710, 0.968988], [-2.941011, 1.373250, 1.239651], [0.925566, -0.302567, 2.165886]],
  "forces_ev_per_angstrom": [[-0.18, -0.41, -0.19], [-0.48, -0.09, -0.07], [-0.16, 0.36, -0.11], [0.46, 0.06, 0.88], [0.02, 0.66, 0.31], [0.10, 0.02, 0.23], [-0.54, 0.36, -0.34], [0.70, 0.63, 0.34], [0.70, -0.71, 0.43], [0.52, -0.15, 0.14], [0.79, 2.98, -1.23], [-0.24, -0.52, 0.11], [-0.57, -1.96, 1.86], [-0.67, -0.07, -1.98], [0.31, 1.33, -0.26], [-0.19, -0.26, -0.16], [-0.73, -2.38, -0.18], [-0.08, 0.17, -0.12], [0.24, -0.01, 0.35]],
  "spin_multiplicity": 1,
  "orbital_gap_ev": 9.290,
  "relative_energy_kcal_mol": 54.4,
  "smiles": "C=CC=C(C)C.O",
  "homo_energy_ev": -8.4,
  "largest_force_ha_per_bohr": 0.0645,
  "e_tot_ev": -8461.9947,
  "total_charge": 0
}

(2)
{
  "formula": "C6H12O",
  "method": "the ωB97M-V functional and the def2-TZVPD basis",
  "species": ["O", "H", "H", "H", "H", "H", "C", "C", "H", "C", "H", "C", "H", "H", "H", "H", "C", "C", "H"],
  "coordinates": [[1.313637, -0.346456, -1.325444], [1.457114, 2.069806, 0.369702], [-0.929426, 0.578643, -2.043801], [-1.106209, -0.615624, 1.171727], [-2.213057, 0.360350, -0.740198], [-1.766817, -1.013177, -1.774033], [0.954879, 0.900956, -1.298237], [-1.869585, 0.078439, -1.745596], [-0.056086, -1.318045, 2.418225], [0.739812, 1.272293, 0.151586], [2.383471, -1.371116, 0.057900], [0.960979, 0.019688, 1.022985], [-2.640516, 0.369657, -2.459766], [-0.252414, 1.726868, 0.250557], [0.672212, -1.844820, -0.101110], [1.798445, 0.178909, 1.708212], [-0.257242, -0.412327, 1.833677], [1.364171, -1.007524, -0.031088], [-0.553368, 0.373481, 2.534701]],
  "forces_ev_per_angstrom": [[-0.04, 0.45, -0.13], [-0.05, 0.01, -0.03], [-0.64, -0.29, 0.25], [0.09, 0.02, 0.09], [0.26, 0.08, -0.30], [0.13, 0.25, -0.07], [0.31, 0.08, 0.17], [-0.21, -0.05, -0.06], [-0.01, 0.13, -0.13], [0.02, 0.15, -0.07], [0.03, -0.14, 0.15], [0.10, -0.08, -0.04], [-0.03, -0.05, 0.04], [0.09, -0.08, 0.04], [0.03, -0.11, 0.08], [-0.08, 0.03, -0.09], [-0.10, 0.02, 0.01], [0.09, -0.35, 0.17], [0.01, -0.07, -0.07]],
  "spin_multiplicity": 1,
  "orbital_gap_ev": 9.265,
  "relative_energy_kcal_mol": 67.8,
  "homo_energy_ev": -8.3,
  "largest_force_ha_per_bohr": 0.0144,
  "e_tot_ev": -8461.4138,
  "total_charge": 0
}

(3)
{
  "formula": "C6H12O",
  "method": "the ωB97M-V functional and the def2-TZVPD basis",
  "species": ["C", "H", "H", "C", "H", "H", "C", "H", "C", "C", "H", "H", "H", "H", "H", "H", "O", "C", "H"],
  "coordinates": [[-1.238778, 1.329288, 0.991162], [3.634785, 0.266196, -0.502963], [2.423758, -0.716595, 1.516380], [-0.269584, 0.680621, 0.069111], [2.114213, 1.048424, -1.008900], [-3.231057, -1.092234, -1.568944], [2.696295, 0.709260, -0.151759], [-1.475090, 0.822911, 1.943048], [1.928843, -0.330824, 0.620573], [0.420520, -0.411267, 0.704902], [-2.325111, -1.522465, -0.091493], [-0.811790, 2.319836, 1.215097], [-1.924567, -2.317427, -1.636592], [0.030198, -0.917064, 1.597036], [2.943691, 1.566424, 0.482921], [-1.519836, -0.601919, -1.399261], [1.226490, -1.280440, -0.107323], [-2.253368, -1.383277, -1.175031], [-2.167373, 1.554108, 0.451263]],
  "forces_ev_per_angstrom": [[0.01, -0.04, 0.02], [-0.11, 0.04, 0.07], [-0.09, 0.05, -0.13], [0.00, -0.09, 0.35], [0.10, -0.04, 0.12], [0.15, -0.07, 0.05], [-0.01, 0.02, -0.04], [0.08, 0.04, -0.16], [0.34, 0.12, 0.03], [-0.42, 0.19, 0.06], [0.00, 0.01, -0.18], [-0.05, -0.09, -0.06], [-0.08, 0.13, 0.07], [0.04, 0.08, -0.15], [-0.05, -0.12, -0.06], [-0.13, -0.11, 0.00], [0.05, -0.09, -0.06], [0.00, -0.01, 0.02], [0.16, 0.00, 0.05]],
  "spin_multiplicity": 1,
  "orbital_gap_ev": 8.450,
  "relative_energy_kcal_mol": 111.8,
  "homo_energy_ev": -8.4,
  "largest_force_ha_per_bohr": 0.0090,
  "e_tot_ev": -8459.5063,
  "total_charge": 0
}

(4)
{
  "formula": "C6H12O",
  "method": "the ωB97M-V functional and the def2-TZVPD basis",
  "species": ["C", "H", "C", "H", "H", "H", "C", "H", "H", "C", "H", "C", "H", "H", "O", "H", "H", "H", "C"],
  "coordinates": [[0.962723, 1.279483, -0.137042], [-1.898260, 0.789373, -1.224386], [-1.154944, 0.895109, 1.247110], [1.112525, -1.375913, -1.395158], [-1.593334, -0.933994, -1.035344], [-1.721831, 1.757314, 0.874916], [-1.101816, 0.045079, -1.110915], [1.857075, 0.930003, 0.396500], [-0.518350, 0.047659, -2.037630], [-0.247970, 0.339125, 0.143805], [2.126672, -2.037579, -0.082190], [1.104384, -1.814718, -0.394606], [0.773238, 2.296824, 0.214979], [-0.582378, 1.201757, 2.125546], [0.532168, -1.184063, 1.825733], [0.555158, -2.760353, -0.429715], [-1.872114, 0.133131, 1.573681], [1.224324, 1.319447, -1.199414], [0.442726, -0.927676, 0.644124]],
  "forces_ev_per_angstrom": [[0.03, 0.09, -0.06], [0.21, -0.05, 0.04], [0.00, 0.03, 0.06], [0.01, -0.06, 0.17], [0.06, 0.18, 0.04], [0.18, -0.11, 0.04], [0.00, -0.02, -0.07], [-0.18, 0.14, -0.05], [-0.03, -0.02, 0.18], [-0.05, 0.00, 0.04], [-0.12, 0.00, 0.02], [0.03, -0.05, -0.04], [-0.11, -0.09, -0.12], [-0.04, -0.07, -0.11], [-0.10, -0.03, -0.44], [0.06, 0.07, -0.03], [0.11, 0.12, -0.06], [-0.11, -0.01, 0.13], [0.03, -0.10, 0.25]],
  "spin_multiplicity": 1,
  "orbital_gap_ev": 10.237,
  "relative_energy_kcal_mol": 5.7,
  "smiles": "CC(=O)C(C)(C)C",
  "homo_energy_ev": -9.4,
  "largest_force_ha_per_bohr": 0.0087,
  "e_tot_ev": -8464.1088,
  "total_charge": 0
}

(5)
{
  "formula": "C6H12O",
  "method": "the ωB97M-V functional and the def2-TZVPD basis",
  "species": ["C", "H", "H", "H", "H", "H", "H", "C", "H", "H", "H", "H", "C", "C", "H", "C", "O", "C", "H"],
  "coordinates": [[-1.790790, 0.942867, 0.963199], [-0.119687, -1.243862, 1.482187], [1.385163, 0.048507, 1.646443], [2.833688, 1.372564, -1.101791], [-2.201095, 0.245369, 1.701655], [3.903425, 0.058987, -0.711557], [-0.482058, 0.909066, -0.709818], [0.181081, -0.481226, 0.775597], [-2.506199, -0.331820, -1.357616], [2.412243, -0.259874, -1.719446], [-1.202212, 1.692648, 1.492231], [-2.158584, -1.544775, -0.092331], [-0.901255, 0.192381, 0.003318], [2.832876, 0.314407, -0.888978], [-1.048416, -1.363396, -1.460500], [1.997853, -0.067642, 0.363676], [1.188048, -1.080933, -0.023417], [-1.711271, -0.822921, -0.784438], [-2.612811, 1.419659, 0.421592]],
  "forces_ev_per_angstrom": [[-0.14, 0.19, 0.18], [-0.63, -0.10, 0.36], [0.91, 0.89, -3.24], [-0.08, 0.43, -0.27], [-0.09, 0.14, -0.04], [-0.86, -0.04, 0.20], [0.21, -0.01, 0.04], [-0.35, -0.28, 0.06], [0.08, -0.14, 0.04], [0.21, 0.26, 0.03], [-0.18, 0.12, 0.07], [-0.06, 0.03, -0.13], [-0.16, 0.23, -0.08], [-0.40, 0.92, 0.75], [-0.16, -0.07, -0.10], [1.63, -2.22, 1.54], [0.06, -0.16, 0.49], [-0.03, -0.18, -0.13], [0.03, 0.01, 0.22]],
  "spin_multiplicity": 1,
  "orbital_gap_ev": [7.623, 7.626],
  "relative_energy_kcal_mol": 144.9,
  "homo_energy_ev": [-7.0, -7.0],
  "largest_force_ha_per_bohr": 0.0676,
  "e_tot_ev": -8458.0709,
  "total_charge": 0
}

(6)
{
  "formula": "C6H12O",
  "method": "the ωB97M-V functional and the def2-TZVPD basis",
  "species": ["C", "H", "H", "C", "C", "H", "O", "H", "H", "C", "H", "C", "H", "H", "H", "C", "H", "H", "H"],
  "coordinates": [[-1.754831, 1.900172, 0.145298], [-2.423650, 2.744137, -0.029425], [0.985713, -2.903288, -1.181426], [0.192230, -0.437212, 1.172619], [-0.904104, 1.632889, -1.091549], [-0.615795, -2.126259, -1.086849], [2.093059, -1.456009, 0.881263], [-0.628588, 2.561417, -1.594126], [0.027707, 1.111669, -0.852843], [0.703338, -1.723946, 0.585792], [-1.440685, 1.013557, -1.813760], [0.451704, -1.994646, -0.889095], [-1.149144, 2.123763, 1.023628], [-2.361914, 1.034039, 0.408451], [0.313396, -2.556580, 1.197436], [1.651252, -0.196784, 1.402882], [1.939772, -0.010284, 2.446521], [0.827565, -1.166804, -1.497133], [2.002039, 0.661636, 0.803493]],
  "forces_ev_per_angstrom": [[-0.12, 0.06, 0.05], [-0.06, -0.02, 0.00], [-0.07, 0.12, 0.05], [0.32, -0.19, -0.02], [0.04, -0.03, -0.08], [0.14, 0.03, 0.08], [0.19, -0.09, -0.06], [0.04, -0.01, 0.01], [-0.11, 0.00, 0.03], [-0.26, -0.05, -0.08], [0.02, 0.07, -0.02], [0.01, -0.02, -0.09], [0.02, 0.05, -0.09], [0.07, 0.02, 0.00], [0.08, 0.09, -0.01], [-0.13, 0.20, 0.16], [-0.05, -0.04, -0.10], [-0.07, -0.10, 0.09], [-0.06, -0.10, 0.07]],
  "spin_multiplicity": 1,
  "orbital_gap_ev": 8.677,
  "relative_energy_kcal_mol": 118.6,
  "homo_energy_ev": -9.0,
  "largest_force_ha_per_bohr": 0.0073,
  "e_tot_ev": -8459.2101,
  "total_charge": 0
}